{
  "formula": "C21H32NO18PS5",
  "method": "ωB97M-V/def2-TZVPD",
  "e_lumo_ev": 0.05,
  "homo_lumo_gap_ha": 0.303,
  "e_tot_ha": -4560.693903,
  "e_homo_ev": -8.21,
  "smiles": "CC(C)CCN1C(=O)c2ccc([PH2]=S)cc2C1=O.O=S1(=O)OCCO1.O=S1(=O)OCCO1.O=S1(=O)OCCO1.O=S1(=O)OCCO1",
  "symbols": ["C", "C", "C", "C", "C", "N", "C", "O", "C", "C", "C", "C", "P", "S", "C", "C", "C", "O", "H", "H", "H", "H", "H", "H", "H", "H", "H", "H", "H", "H", "H", "H", "H", "H", "C", "C", "O", "S", "O", "O", "O", "H", "H", "H", "H", "C", "C", "O", "S", "O", "O", "O", "H", "H", "H", "H", "C", "C", "O", "S", "O", "O", "O", "H", "H", "H", "H", "C", "C", "O", "S", "O", "O", "O", "H", "H", "H", "H"],
  "positions_angstrom": [[3.576141, 2.698092, 3.379650], [3.764186, 3.732581, 2.251150], [3.207680, 3.123360, 0.929426], [3.225823, 5.158140, 2.578172], [2.193925, 5.205607, 3.707270], [0.860480, 4.769041, 3.265303], [-0.012892, 5.757580, 2.749960], [0.211051, 6.909569, 2.524865], [-1.300510, 4.964928, 2.551664], [-2.387957, 5.174727, 1.746099], [-3.386170, 4.209740, 1.792882], [-3.304561, 3.085393, 2.599280], [-4.649457, 1.824793, 2.565210], [-6.211528, 2.337534, 3.605355], [-2.207140, 2.900837, 3.448052], [-1.232126, 3.854297, 3.400126], [0.082272, 4.003340, 4.159110], [0.347031, 3.611540, 5.258094], [2.505327, 2.565787, 3.588627], [3.963904, 1.711399, 3.092217], [4.091268, 2.972887, 4.309680], [4.852409, 3.833131, 2.110490], [2.190414, 3.467127, 0.718795], [3.259736, 2.023487, 1.045135], [3.910262, 3.351487, 0.115812], [2.757946, 5.541661, 1.659690], [4.067300, 5.811058, 2.833809], [2.499382, 4.694077, 4.623550], [2.085850, 6.264229, 3.999671], [-2.448828, 6.054819, 1.113099], [-4.276004, 4.325600, 1.174159], [-4.080109, 0.618176, 2.983572], [-4.994249, 1.717682, 1.193370], [-2.099391, 2.054798, 4.114606], [-0.120976, -2.634666, 2.253631], [0.675050, -1.375317, 2.000340], [-0.246055, -0.504643, 1.326009], [-1.728394, -0.783654, 1.855066], [-2.057056, 0.183221, 2.850808], [-2.568208, -1.003745, 0.731367], [-1.444670, -2.178831, 2.583889], [-0.188150, -3.250250, 1.355996], [0.292378, -3.225211, 3.067122], [1.555012, -1.552069, 1.389163], [0.973883, -0.896549, 2.936262], [5.528201, -1.102339, -1.845403], [4.617284, -0.361699, -2.801071], [3.293821, -0.717906, -2.385316], [3.274552, -0.940002, -0.796335], [2.810346, 0.248218, -0.172677], [2.695505, -2.205906, -0.524250], [4.863632, -1.031214, -0.578740], [5.625673, -2.154120, -2.122217], [6.515699, -0.652607, -1.780736], [4.780422, -0.644029, -3.837571], [4.726759, 0.720288, -2.697626], [-3.189502, -3.848639, -1.191712], [-2.951248, -4.587988, -2.488810], [-1.611126, -5.095954, -2.374112], [-1.300363, -5.437172, -0.837595], [-1.507287, -6.825400, -0.628497], [-0.093644, -4.779859, -0.471304], [-2.537083, -4.644604, -0.190458], [-2.721404, -2.862894, -1.200861], [-4.246974, -3.743263, -0.964181], [-3.044501, -3.947803, -3.362822], [-3.629002, -5.440124, -2.589355], [-3.054296, -5.654843, -7.661400], [-1.709968, -5.569076, -6.970029], [-1.468676, -4.164065, -6.826750], [-2.864674, -3.400981, -6.618880], [-3.064590, -3.192222, -5.226765], [-2.944981, -2.345211, -7.557689], [-3.829743, -4.596639, -7.084869], [-2.964290, -5.468049, -8.733382], [-3.542533, -6.612693, -7.501192], [-0.914011, -6.036271, -7.543279], [-1.746275, -6.011749, -5.971730]],
  "forces_ev_per_angstrom": [[-0.142, 0.136, 0.093], [0.385, -0.468, -0.123], [0.875, -0.305, 0.775], [-0.122, -0.908, -0.132], [0.024, 1.476, 0.013], [1.463, 0.963, 1.661], [-1.188, -1.294, -0.971], [0.398, -0.012, -0.074], [0.387, 0.048, 0.629], [0.072, 0.333, 0.015], [-0.761, -0.106, -0.501], [0.053, -0.911, 0.025], [-0.747, 1.058, 0.310], [-0.046, 0.006, 0.076], [-0.146, 0.022, 0.294], [0.771, 0.996, 0.221], [-1.531, -0.887, -1.053], [0.607, -0.114, -0.150], [0.233, -0.034, 0.110], [-0.007, 0.302, -0.100], [-0.221, 0.075, -0.133], [-0.249, -0.011, 0.013], [0.164, -0.215, -0.120], [-0.430, 0.728, -0.276], [-0.539, 0.218, -0.076], [0.171, 0.202, 0.298], [-0.237, -0.022, 0.036], [-0.213, -0.275, -0.361], [0.055, -0.246, -0.065], [-0.105, -0.163, 0.043], [0.191, 0.041, 0.041], [-0.025, 0.227, -0.361], [0.541, -0.231, 0.173], [-0.173, 0.086, -0.083], [0.331, -0.419, -0.512], [0.297, 0.020, 0.639], [-0.511, -0.175, -0.125], [0.965, -0.557, 0.077], [0.156, -0.547, -0.317], [-0.255, 0.316, 0.053], [-0.046, 0.632, 0.071], [0.053, -0.001, 0.010], [-0.250, 0.068, 0.149], [-0.262, 0.104, -0.177], [-0.017, 0.005, -0.007], [0.130, -0.404, -0.325], [0.243, 0.505, 0.045], [0.077, -0.419, 0.317], [0.474, 0.179, -0.558], [-0.127, -0.405, 0.130], [-0.184, 0.081, 0.096], [-0.329, 0.295, -0.084], [0.007, 0.021, -0.021], [-0.070, 0.066, 0.237], [-0.247, -0.121, 0.016], [0.044, -0.018, -0.019], [0.141, 0.531, -0.257], [-0.555, -0.204, -0.015], [0.221, 0.243, 0.381], [-0.635, 0.393, -0.350], [0.295, 0.009, 0.218], [0.062, -0.321, 0.013], [0.180, -0.406, -0.152], [-0.046, 0.003, 0.010], [0.054, -0.155, 0.216], [0.297, -0.151, 0.188], [-0.001, 0.012, 0.029], [0.184, -0.085, -0.482], [-0.116, -0.362, 0.424], [-0.323, 0.167, -0.297], [0.151, -0.460, -0.242], [-0.158, 0.287, -0.292], [0.049, 0.156, 0.208], [0.268, 0.081, 0.376], [0.016, -0.020, 0.012], [-0.167, 0.133, 0.140], [0.093, 0.251, -0.037], [0.006, -0.044, -0.034]],
  "mulliken_charge": [-1.617, 0.781, -1.069, -0.967, -1.007, 0.551, 0.089, -0.592, 0.206, -0.966, -0.516, 0.512, 0.378, -0.429, -0.687, 0.445, 0.034, -0.589, 0.275, 0.462, 0.370, 0.375, 0.344, 0.110, 0.308, 0.333, 0.404, 0.521, 0.486, 0.485, 0.388, 0.043, 0.071, 0.565, -0.137, 0.147, -0.219, 0.961, -0.461, -0.592, -0.321, 0.066, 0.363, -0.067, 0.235, -0.340, -0.324, -0.317, 1.125, -0.449, -0.575, -0.348, 0.290, 0.318, 0.311, 0.279, -0.265, -0.078, -0.262, 1.002, -0.597, -0.479, -0.296, 0.256, 0.329, 0.226, 0.195, -0.308, -0.259, -0.290, 1.049, -0.526, -0.547, -0.306, 0.281, 0.313, 0.319, 0.203]
}

{
  "formula": "C21H33AsIN2OS2V",
  "method": "ωB97M-V/def2-TZVPD",
  "e_lumo_ev": [0.33, 0.32],
  "homo_lumo_gap_ha": [0.282, 0.283],
  "e_tot_ha": -5278.569664,
  "e_homo_ev": [-7.34, -7.39],
  "spin_multiplicity": 3,
  "symbols": ["V", "I", "C", "C", "C", "C", "C", "C", "C", "C", "C", "C", "H", "H", "H", "H", "H", "H", "C", "H", "H", "H", "C", "As", "C", "C", "S", "H", "H", "H", "H", "H", "H", "H", "H", "H", "C", "C", "C", "O", "H", "H", "H", "H", "H", "H", "H", "C", "N", "C", "C", "N", "C", "S", "H", "H", "H", "H", "H", "H", "H", "H"],
  "positions_angstrom": [[0.016569, 0.210945, 0.530782], [-3.025348, -0.527488, 1.121442], [-2.301082, -2.503660, 1.016012], [-3.268310, -3.470185, 1.032756], [-2.910879, -4.831637, 1.055282], [-1.594013, -5.180901, 1.085580], [-0.578830, -4.194319, 1.067444], [0.781008, -4.588346, 1.130190], [1.767562, -3.647454, 1.129282], [1.432261, -2.280320, 1.008671], [0.133859, -1.827495, 0.923931], [-0.907893, -2.805303, 1.002144], [-4.313385, -3.192517, 1.043531], [-3.687825, -5.584868, 1.068448], [-1.299358, -6.222912, 1.129511], [1.011340, -5.644458, 1.209923], [2.807411, -3.942863, 1.230153], [2.253768, -1.566325, 0.983002], [-0.015492, 0.323408, 2.652690], [-0.524858, -0.479367, 3.184833], [-0.444603, 1.280318, 2.977439], [1.036437, 0.315834, 2.973452], [2.017349, 1.656823, -2.494850], [1.045530, 2.900616, -1.394037], [1.881083, 4.608811, -1.717947], [-0.735990, 3.105309, -2.097562], [1.073356, 2.492778, 0.677465], [1.705337, 1.774907, -3.532837], [1.822023, 0.647334, -2.146089], [3.078824, 1.870751, -2.388280], [1.864364, 4.837061, -2.783173], [2.908843, 4.565026, -1.364153], [1.341440, 5.375288, -1.165850], [-0.688619, 3.251042, -3.176568], [-1.178760, 3.979799, -1.623954], [-1.308151, 2.215411, -1.856020], [-2.363801, -0.503505, -2.618041], [-0.851619, -0.358117, -2.506112], [-0.151559, -1.668027, -2.841446], [-0.477590, 0.060927, -1.227867], [-2.658521, -0.704880, -3.649815], [-2.864963, 0.405397, -2.281685], [-2.706640, -1.326934, -1.988561], [-0.526247, 0.403334, -3.235120], [-0.415521, -2.419366, -2.092928], [0.931030, -1.534979, -2.812903], [-0.446657, -2.026932, -3.830347], [4.974636, -0.834197, -4.203375], [4.255873, -1.857340, -3.492533], [3.467956, -2.853488, -4.202514], [2.906093, -3.710329, -3.062596], [3.073156, -2.820380, -1.928738], [3.931378, -1.808574, -2.174430], [4.465203, -0.694903, -1.056279], [5.757600, -1.278219, -4.820691], [5.426036, -0.165423, -3.474631], [4.302027, -0.262116, -4.852075], [4.088278, -3.424985, -4.893208], [2.670175, -2.367806, -4.776571], [3.476202, -4.633950, -2.933025], [1.857647, -3.962502, -3.216383], [2.796977, -3.048271, -0.987809]],
  "forces_ev_per_angstrom": [[-0.411, -0.378, 0.424], [0.107, -0.075, -0.013], [-0.105, 0.037, -0.012], [-0.015, 0.040, -0.007], [0.053, -0.032, 0.004], [-0.050, 0.011, -0.006], [-0.014, 0.045, -0.002], [0.022, 0.017, 0.010], [-0.009, -0.044, 0.035], [0.006, 0.038, -0.003], [0.131, -0.017, 0.021], [0.061, -0.071, -0.062], [0.002, -0.001, 0.005], [0.007, -0.006, -0.002], [-0.004, -0.002, -0.001], [0.001, 0.000, -0.005], [-0.001, -0.002, -0.015], [0.002, -0.004, -0.003], [0.124, 0.232, -0.076], [-0.014, -0.023, -0.023], [0.014, -0.004, 0.027], [-0.017, 0.022, 0.035], [-0.012, 0.082, -0.006], [0.038, 0.089, -0.177], [-0.005, -0.040, -0.011], [0.063, 0.069, -0.016], [-0.021, -0.102, -0.014], [0.011, 0.017, 0.004], [-0.029, -0.014, 0.017], [0.018, -0.035, 0.011], [-0.005, -0.010, 0.000], [0.002, -0.004, 0.009], [-0.004, -0.010, 0.012], [-0.001, 0.006, 0.001], [-0.009, -0.009, 0.007], [0.002, -0.020, 0.028], [0.024, 0.029, 0.050], [-0.135, -0.083, -0.034], [0.037, 0.038, 0.037], [0.184, 0.198, -0.207], [0.016, -0.008, -0.003], [-0.020, -0.005, -0.017], [-0.008, 0.012, 0.000], [-0.001, 0.010, 0.005], [-0.006, -0.009, -0.010], [0.016, -0.021, 0.001], [0.009, 0.000, -0.006], [-0.015, 0.009, 0.000], [0.057, -0.064, 0.027], [-0.001, 0.029, 0.008], [-0.036, 0.015, -0.006], [0.054, -0.016, 0.033], [-0.058, 0.016, -0.140], [0.005, 0.020, 0.066], [-0.009, -0.008, -0.002], [0.006, 0.000, -0.005], [-0.001, 0.007, 0.009], [-0.002, -0.001, -0.005], [-0.006, 0.004, -0.004], [0.013, 0.004, 0.006], [-0.001, -0.021, 0.010], [-0.061, 0.041, -0.007]],
  "lowdin_spin": [1.949, 0.031, 0.002, 0.002, -0.001, 0.001, -0.001, 0.005, 0.000, 0.013, -0.019, -0.001, 0.001, 0.000, 0.000, 0.000, 0.000, 0.006, -0.034, 0.002, -0.001, 0.000, 0.002, 0.004, 0.000, 0.001, 0.020, 0.000, 0.002, 0.000, 0.000, 0.000, 0.000, 0.000, 0.000, 0.000, 0.000, 0.002, 0.001, 0.011, 0.000, 0.000, 0.000, 0.000, 0.000, 0.000, 0.000, 0.000, 0.000, 0.000, 0.000, 0.000, 0.000, 0.002, 0.000, 0.000, 0.000, 0.000, 0.000, 0.000, 0.000, 0.000]
}